Entry from the OMol25 dataset: a molecular structure, C7H15NO8S in a non-equilibrium geometry (ωB97M-V/def2-TZVPD).

Values from the calculation:
- Electronic energy: -1330.53356 Ha
- Frontier orbital gap: 10.41 eV
- Energy above the lowest of the compared OMol25 structures with the same formula, charge and spin: 0.00 kJ/mol
- M: 273.26 g mol⁻¹
- Spin multiplicity: 1

CARTESIAN COORDINATES (ANGSTROEM)
C (0.843601, -1.509668, 3.348995)
C (0.254196, -0.918872, 1.995882)
C (-0.855548, 0.089754, 2.343797)
N (-1.987343, -0.025144, 1.387082)
O (-0.150856, -2.100981, 1.258857)
S (1.173468, -2.736651, 0.489739)
O (1.247104, -2.496870, -0.956676)
O (1.402163, -4.117202, 0.917825)
O (2.274000, -1.653884, 1.115270)
C (1.490172, -0.440103, 1.191683)
O (2.307224, 0.533002, 1.739117)
H (0.246162, -1.192274, 4.218501)
H (0.837641, -2.604193, 3.289413)
H (1.858540, -1.122534, 3.530972)
H (-0.510860, 1.137295, 2.332643)
H (-1.263593, -0.084335, 3.354709)
H (-2.404521, -0.942776, 1.501435)
H (-2.689911, 0.630495, 1.712102)
H (1.280628, -0.148782, 0.147689)
H (1.875971, 0.967463, 2.474627)
C (-0.929548, 3.816117, -3.529937)
O (-1.111729, 2.708654, -2.650542)
C (-0.605691, 1.562808, -3.112136)
O (-0.040076, 1.416181, -4.159019)
O (-0.838917, 0.615860, -2.206457)
C (-0.344514, -0.677246, -2.571146)
H (-1.377925, 4.684067, -3.051965)
H (0.130423, 4.011509, -3.689527)
H (-1.432044, 3.640232, -4.480505)
H (0.736669, -0.655946, -2.690306)
H (-0.823457, -1.028249, -3.485503)
H (-0.591429, -1.357729, -1.766619)

Forces on atoms 1 to 3 (eV/Å):
C -0.20 0.86 0.21
C 1.79 -0.27 2.23
C -1.51 -0.42 -0.86